{"formula": "HNOS2", "method": "ωB97M-V/def2-TZVPD", "e_tot_ha": -926.81664, "lumo_ev": [-0.3, -2.1], "homo_energy_ev": [-9.88, -7.67], "de_lowest_kj_mol": 186.0, "species": ["S", "S", "O", "N", "H"], "coordinates": [[-1.213, -1.077, 0.679], [1.293, 1.063, 0.482], [-0.789, -0.082, -0.648], [2.071, -0.110, 0.826], [-1.361, 0.206, -1.339]]}